Formula: C6H10O
Source: the Open Molecules 2025 dataset
Level of theory: the ωB97M-V functional and the def2-TZVPD basis

Properties
expectation value of S²: 0.753
net charge: -1
molecular weight: 98.14 g/mol
F_max: 2.00 eV/Å
Kohn-Sham gap (spin up / spin down): 2.98 / 6.73 eV
spin multiplicity: 2

Structure (XYZ):
```
17
Properties=species:S:1:pos:R:3:nbo_charge:R:1
H -2.4397 -2.4387 -0.1137 0.1720
C 1.9097 0.4527 0.9896 0.0440
C 0.1694 -0.2188 -0.7625 -0.4880
H -2.5578 0.1936 -1.8927 0.2044
H -0.6463 -2.6775 -0.2359 0.1888
H -0.1218 0.9992 1.0601 0.1529
C -1.2528 -0.6789 -0.5200 0.0520
H 2.0372 -0.6088 1.2576 0.0655
H 0.2035 0.2802 -1.7363 0.1914
C -1.4653 -1.9567 -0.2247 -0.4602
O 2.7836 1.3283 1.3213 -0.7802
H -3.2820 0.2589 -0.3424 0.2065
H 0.8497 -1.0586 -0.8746 0.2019
H 0.6752 1.8588 -0.0977 0.1995
H -1.9394 1.3550 -0.7527 0.2205
C 0.6418 0.8303 0.2478 -0.4975
C -2.3056 0.3287 -0.8287 -0.6734
```

=====

Formula: C6H10O
Source: the Open Molecules 2025 dataset
Level of theory: the ωB97M-V functional and the def2-TZVPD basis

Properties
expectation value of S²: 0.764
net charge: -1
molecular weight: 98.14 g/mol
F_max: 2.12 eV/Å
Kohn-Sham gap (spin up / spin down): 3.04 / 6.26 eV
spin multiplicity: 2

Structure (XYZ):
```
17
Properties=species:S:1:pos:R:3:nbo_charge:R:1
H -0.1078 1.1234 0.6749 0.1678
O 5.6432 -2.1858 -2.8325 -0.9452
H -2.7901 0.0880 -0.2756 0.1675
C -0.7731 0.2875 0.4054 -0.2252
H 1.1944 -2.5842 0.5571 0.1415
C -2.0598 0.6748 0.2977 -0.3928
H -2.9372 2.5158 -0.4753 0.1719
H -2.9122 3.7470 1.6716 0.1573
C -2.4923 2.7414 1.5712 -0.4801
C -0.1832 -0.9928 0.0513 -0.3736
H 5.8460 -1.9848 -1.8979 0.4682
H 4.8149 -1.6762 -2.9712 0.4741
H -2.0442 2.5054 2.5292 0.1857
H -0.4600 -1.2125 -0.9892 0.1392
H 0.2141 -2.0847 1.9777 0.1618
C 0.3825 -1.9439 0.9149 -0.6462
C -2.5060 2.0649 0.4153 -0.1719
```

=====

Formula: C6H10O
Source: the Open Molecules 2025 dataset
Level of theory: the ωB97M-V functional and the def2-TZVPD basis

Properties
molecular weight: 98.14 g/mol
F_max: 0.36 eV/Å
Kohn-Sham gap: 10.15 eV
SMILES: C[C@H]1CC=C[C@H]1O

Structure (XYZ):
```
17
Properties=species:S:1:pos:R:3:nbo_charge:R:1
C -1.5360 0.0360 -0.5282 -0.2206
C 0.6130 0.0411 0.5339 -0.2208
H -1.0583 -2.5994 0.9040 0.4746
H 2.6074 -0.0487 -0.3078 0.2055
H 1.7587 -1.6068 -0.3080 0.2279
H -1.4885 2.0442 -1.2996 0.2098
C 1.6335 -0.5301 -0.4533 -0.6147
C -0.7309 -0.7254 0.5024 0.0644
H 1.0387 -0.0033 1.5430 0.2025
C -1.0464 1.2632 -0.6865 -0.1762
O -0.5754 -2.1074 0.2385 -0.7214
H -0.0652 2.0586 1.0622 0.2112
C 0.1898 1.4805 0.1615 -0.4409
H -2.4277 -0.3774 -0.9938 0.2147
H 0.9824 2.0353 -0.3564 0.2116
H -1.2236 -0.5995 1.4811 0.1634
H 1.3283 -0.3611 -1.4929 0.2090
```

=====

Formula: C6H10O
Source: the Open Molecules 2025 dataset
Level of theory: the ωB97M-V functional and the def2-TZVPD basis

Properties
molecular weight: 98.14 g/mol
F_max: 4.10 eV/Å
Kohn-Sham gap: 9.73 eV
SMILES: C[C@H]1OC[C@H]2C[C@H]21

Structure (XYZ):
```
17
Properties=species:S:1:pos:R:3:nbo_charge:R:1
H 0.2839 -1.8476 -0.6388 0.2332
H 1.1641 2.1645 0.4932 0.1937
H -3.0131 0.3452 -0.0680 0.2278
C 0.3693 -0.8476 -0.2498 -0.2247
H -0.6367 -0.2586 -1.5472 0.1647
C 0.7882 1.4910 -0.2807 -0.0639
O -0.5981 1.2808 -0.0305 -0.5170
H -2.5948 -1.3518 -0.3926 0.2136
C -2.2658 -0.4404 0.1129 -0.6264
C -0.8870 -0.0337 -0.4070 0.1045
H 2.3053 -0.0080 -0.9024 0.2223
H 1.0357 -0.1773 1.9327 0.2122
C 1.5014 -0.5899 1.0412 -0.4624
H -2.2547 -0.6397 1.1934 0.2179
H 2.4304 -1.1556 1.2617 0.2224
C 1.4621 0.1302 -0.2455 -0.2903
H 0.9097 1.9386 -1.2724 0.1724
```

=====

Formula: C6H10O
Source: the Open Molecules 2025 dataset
Level of theory: the ωB97M-V functional and the def2-TZVPD basis

Properties
molecular weight: 98.14 g/mol
F_max: 0.30 eV/Å
Kohn-Sham gap: 9.48 eV
SMILES: C/C=C\OC1C=C1.[H][H]

Structure (XYZ):
```
17
Properties=species:S:1:pos:R:3:nbo_charge:R:1
H -0.1380 -0.1655 3.5353 0.2134
H 2.3570 0.6149 -1.5072 0.1808
C 0.3641 1.2434 -2.3626 -0.2094
H 0.0109 -2.5611 -0.0304 0.0001
C -0.7471 0.4807 1.5752 -0.2714
H -0.6869 1.6319 -0.1960 0.1712
H 0.0915 -0.9651 -2.9287 0.2321
H -1.6884 0.9499 1.8516 0.2029
H -0.7813 -1.4562 2.5193 0.2132
C -0.1703 -0.5442 2.5067 -0.6474
H -0.0565 2.1743 -2.7146 0.2301
H 0.2075 -1.9792 -0.4466 -0.0026
O 0.9960 0.4278 -0.0275 -0.5223
C 0.4232 -0.0542 -2.4522 -0.1871
H 0.8444 -0.8197 2.2085 0.2242
C -0.2031 0.8816 0.4282 0.1181
C 1.2727 0.5668 -1.4132 0.0540
```

=====

Formula: C6H10O
Source: the Open Molecules 2025 dataset
Level of theory: the ωB97M-V functional and the def2-TZVPD basis

Properties
molecular weight: 98.14 g/mol
F_max: 1.80 eV/Å
Kohn-Sham gap: 10.59 eV
SMILES: C[C@H]1OC[C@H]2C[C@H]21

Structure (XYZ):
```
17
Properties=species:S:1:pos:R:3:nbo_charge:R:1
O -0.5893 1.2794 -0.0860 -0.5240
H -2.1559 -0.6113 1.2254 0.2146
H -2.9850 0.3217 -0.0238 0.2254
H -0.7418 -0.2138 -1.5617 0.1579
H 2.3539 0.0107 -0.8666 0.2230
C -2.2194 -0.4507 0.1407 -0.6250
H -2.5755 -1.3784 -0.3149 0.2106
C 0.4139 -0.8674 -0.1862 -0.2434
C 1.4198 -0.5932 1.0313 -0.4371
C 1.4836 0.1618 -0.2455 -0.2688
H 2.3144 -1.2035 1.2559 0.2246
H 0.9409 1.9403 -1.3124 0.1690
H 0.3310 -1.8401 -0.6691 0.2238
C -0.8618 -0.0549 -0.4492 0.1065
C 0.7910 1.5089 -0.3159 -0.0646
H 0.9370 -0.2140 1.9252 0.2166
H 1.1434 2.2045 0.4527 0.1909
```

=====

Formula: C6H10O
Source: the Open Molecules 2025 dataset
Level of theory: the ωB97M-V functional and the def2-TZVPD basis

Properties
molecular weight: 98.14 g/mol
F_max: 1.70 eV/Å
Kohn-Sham gap: 9.88 eV
SMILES: C[C@H]1C[C@H]1CC=O

Structure (XYZ):
```
17
Properties=species:S:1:pos:R:3:nbo_charge:R:1
C 2.1945 -0.0831 -0.9646 -0.6054
H -0.4160 -2.1098 0.3978 0.2174
H 0.4636 -1.2498 -1.5649 0.2147
C -0.9004 1.1140 0.6907 -0.5138
C 0.2213 -1.2403 0.4238 -0.3977
H -0.3542 1.0615 1.6332 0.2324
H -1.0088 0.2807 -1.2162 0.2233
H -2.9239 1.2858 1.6580 0.1043
H 2.6739 0.1882 -0.0227 0.2057
O -2.8678 -0.3140 0.4575 -0.5178
H 0.8891 -1.2787 1.3109 0.2091
C 0.8242 -0.6200 -0.7591 -0.2322
C -2.3421 0.6495 0.9602 0.4484
H -0.9890 2.1736 0.4021 0.2188
H 2.7909 -0.8266 -1.4939 0.2127
C -0.3624 0.1539 -0.3267 -0.2329
H 2.1070 0.8152 -1.5861 0.2128
```

=====

Formula: C6H10O
Source: the Open Molecules 2025 dataset
Level of theory: the ωB97M-V functional and the def2-TZVPD basis

Properties
molecular weight: 98.14 g/mol
F_max: 0.57 eV/Å
Kohn-Sham gap: 10.05 eV
SMILES: C=CO.C#C.C=C

Structure (XYZ):
```
17
Properties=species:S:1:pos:R:3:nbo_charge:R:1
C 0.8109 -0.5626 -2.0177 -0.2505
C 0.7032 -0.9916 1.6300 -0.3841
C 0.5663 -0.1393 -3.1176 -0.2429
H -2.2387 1.3016 1.6148 0.4741
H 2.2706 -2.3466 1.1994 0.1964
C 1.1993 -2.1652 1.2498 -0.4077
H 1.0055 -0.9293 -1.0285 0.2498
H 0.3559 0.2321 -4.0964 0.2347
H 1.3502 -0.1605 1.9022 0.1965
H -1.4688 0.5083 -0.9809 0.1951
H -0.4241 2.6892 0.9556 0.1921
O -2.3153 0.7240 0.8426 -0.6812
H 0.5518 -2.9939 0.9721 0.1978
C -1.3973 1.1148 -0.0828 0.1547
C -0.4980 2.0861 0.0524 -0.5528
H -0.3684 -0.8075 1.6717 0.2040
H 0.1925 2.2922 -0.7569 0.2240
```